1.
Entry from the OMol25 dataset: a structure of composition C31H36N4O2P2S2Ta (wB97M-V/def2-TZVPD).

```
78
Properties=species:S:1:pos:R:3
Ta 0.0008 0.1709 0.1036
C -0.0699 0.6490 6.0408
C 0.0270 1.7816 5.0552
O 0.8293 1.3072 3.9161
P 0.7840 1.9764 2.5138
S 2.0499 0.9665 1.3287
S -1.0167 1.8995 1.5828
O 1.1462 3.4716 2.7902
C 1.0163 4.6023 1.8758
C 2.0768 4.5974 0.8047
H -0.6253 0.9789 6.9183
H 0.9230 0.3422 6.3673
H -0.5870 -0.2043 5.6065
H 0.5500 2.6470 5.4586
H -0.9495 2.0925 4.6779
H 1.1099 5.4661 2.5303
H 0.0038 4.5781 1.4694
H 3.0685 4.4872 1.2396
H 2.0421 5.5547 0.2842
H 1.9216 3.8029 0.0752
N 2.4471 0.7803 -3.3958
C 3.3435 -0.1010 -2.8357
C 2.8017 -0.5068 -1.6559
N 1.5840 0.1075 -1.4969
C 1.4007 0.8765 -2.5601
C 0.1794 1.6523 -2.6006
N -0.6450 1.5389 -1.5648
C -1.7132 2.3646 -1.8229
C -1.5243 2.9665 -3.0261
N -0.3160 2.5097 -3.5044
H 2.5739 1.2533 -4.2765
H 4.2683 -0.3529 -3.3206
H 3.1943 -1.1894 -0.9221
H -2.5363 2.4666 -1.1388
H -2.1249 3.6655 -3.5774
H 0.0989 2.7799 -4.3823
C -0.2361 -3.8915 4.2494
C -1.2422 -2.7721 4.2412
C -2.1077 -2.6817 5.3320
C -3.1229 -1.7439 5.3899
C -3.3064 -0.8591 4.3353
C -2.4431 -0.9117 3.2569
C -1.3991 -1.8399 3.2058
P -0.4795 -1.9086 1.6455
C 1.2487 -2.3721 1.9843
C 1.7911 -1.8068 3.1418
C 3.1253 -1.9630 3.4577
C 3.9431 -2.6831 2.5998
C 3.4115 -3.2464 1.4520
C 2.0635 -3.1145 1.1147
C 1.5799 -3.8074 -0.1287
C -1.3525 -3.0910 0.6225
C -1.8678 -4.3007 1.0913
C -2.5585 -5.1250 0.2248
C -2.7458 -4.7330 -1.0984
C -2.2473 -3.5252 -1.5524
C -1.5404 -2.6835 -0.6936
C -0.9612 -1.3799 -1.1703
H -0.6952 -4.7856 4.6694
H 0.6205 -3.6389 4.8761
H 0.1506 -4.1421 3.2636
H -1.9932 -3.3922 6.1410
H -3.7832 -1.7192 6.2459
H -4.1153 -0.1429 4.3488
H -2.5977 -0.2310 2.4302
H 1.1580 -1.2233 3.7986
H 3.5241 -1.5281 4.3629
H 4.9911 -2.8191 2.8288
H 4.0526 -3.8290 0.8032
H 2.4126 -4.3162 -0.6106
H 1.1475 -3.1179 -0.8551
H 0.8168 -4.5538 0.0918
H -1.7394 -4.5928 2.1246
H -2.9603 -6.0646 0.5758
H -3.2943 -5.3741 -1.7752
H -2.4054 -3.2288 -2.5816
H -1.7625 -0.8027 -1.6564
H -0.2458 -1.5875 -1.9754
```

Values from the calculation:
LUMO level (alpha / beta)	-6.3 / -6.2	eV
Kohn-Sham gap (alpha / beta)	6.906 / 7.364	eV
charge	+2
2S+1	2
expectation value of S²	0.754

2.
Entry from the OMol25 dataset: a cluster of 2 separate species, C33H33N2O2 in total at a distorted geometry (wB97M-V/def2-TZVPD).

```
70
Properties=species:S:1:pos:R:3
C -4.4013 -1.2900 -1.5296
N -3.0466 -1.7309 -1.2741
C -1.8234 -1.0293 -1.6729
C -1.1552 -1.6808 -2.8854
C -2.1475 0.4103 -2.0016
N -0.9819 -1.2744 -0.4982
C -1.2509 -2.6372 -0.1285
C -0.7418 -3.0474 1.2568
C 0.6441 -3.6716 1.2747
C 0.8309 -4.9723 0.7751
C 2.1106 -5.5403 0.6994
C 3.2202 -4.7838 1.0916
C 3.0520 -3.5002 1.6108
C 1.7641 -2.9660 1.7414
C -2.7832 -2.6080 -0.2534
O -3.6039 -3.1118 0.4984
H -5.0932 -1.9261 -0.9596
H -4.5388 -0.2327 -1.2425
H -4.6349 -1.3574 -2.6022
H -1.1018 -2.7728 -2.7912
H -1.7003 -1.4116 -3.7919
H -0.1233 -1.3280 -2.9901
H -2.7545 0.8491 -1.1949
H -1.2293 0.9958 -2.1292
H -2.7106 0.4182 -2.9505
H 0.0230 -1.0907 -0.5891
H -0.8922 -3.3598 -0.8914
H -0.7809 -2.1885 1.9469
H -1.4387 -3.8122 1.6305
H -0.0518 -5.5496 0.4773
H 2.2321 -6.5621 0.3271
H 4.2136 -5.2040 1.0347
H 3.9109 -2.9015 1.9317
H 1.6078 -1.9974 2.2276
C 6.3509 2.4132 0.7559
O 5.5113 1.2632 1.0621
C 4.2453 1.2866 0.5715
C 3.3543 0.2487 0.9492
C 1.9972 0.4146 0.7761
C 1.4821 1.5984 0.1951
C 0.0758 1.8899 0.1856
C -0.5165 2.8138 -0.7656
C -1.8191 3.1977 -0.2889
C -2.6129 4.0506 -1.0467
C -2.1487 4.4825 -2.2934
C -0.8638 4.1424 -2.7382
C -0.0383 3.3019 -1.9865
C -2.0315 2.4993 0.9791
C -0.8639 1.6967 1.2658
C -0.7515 1.0165 2.4804
C -1.8553 0.9938 3.3345
C -3.0269 1.6986 3.0097
C -3.1039 2.5023 1.8578
C 2.3976 2.5701 -0.2816
C 3.7596 2.3887 -0.1705
H 7.3355 2.1572 1.1540
H 6.4107 2.5756 -0.3344
H 5.9788 3.3268 1.2514
H 3.7556 -0.6396 1.4278
H 1.2962 -0.3638 1.0809
H -3.5851 4.3586 -0.6689
H -2.7835 5.1004 -2.9279
H -0.5038 4.5190 -3.6944
H 0.9474 3.0113 -2.3568
H 0.1769 0.5175 2.7517
H -1.8027 0.4270 4.2688
H -3.8776 1.6517 3.6898
H -3.9814 3.1032 1.6291
H 2.0315 3.5090 -0.6993
H 4.4366 3.1414 -0.5707
```

Values from the calculation:
LUMO level	-5.7	eV
energy relative to the best compared isomer or geometry (same formula, charge and spin)	37.4	kJ/mol
Kohn-Sham gap	5.433	eV
charge	+1
2S+1	1

3.
Entry from the OMol25 dataset: a cluster of 2 separate species, C4H9NO in total at a distorted geometry (wB97M-V/def2-TZVPD).

```
15
Properties=species:S:1:pos:R:3
C -1.2705 1.4368 -0.1546
N -1.0877 0.4064 -0.8862
C 0.1080 -0.3810 -1.1138
C 0.8473 -0.4155 -2.2271
C 0.2729 -1.5290 -0.0472
H -2.2981 1.7055 -0.0987
H -0.6083 2.0035 0.4593
H 0.7054 0.1917 -3.1673
H 1.4008 -1.3040 -2.3775
H -0.0630 -2.3617 -0.5809
H -0.2794 -1.2658 0.8619
H 1.3121 -1.9190 0.1251
O 0.5295 1.4985 3.1326
H 0.6918 0.6527 2.5830
H -0.2609 1.2811 3.4915
```

Values from the calculation:
LUMO level	0.6	eV
SMILES	C=NC(=C)C.O
energy relative to the best compared isomer or geometry (same formula, charge and spin)	320.9	kJ/mol
Kohn-Sham gap	9.320	eV
2S+1	1